Here is the molecule C3H4O3 from OMol25. Energies are from wB97M-V/def2-TZVPD.

```
! RIJCOSX wB97M-V def2-TZVPD def2/J DEFGRID3
* xyz 0 1
C 1.672 -0.167 0.172
O 0.470 0.614 0.095
C -0.592 -0.125 -0.190
O -0.573 -1.307 -0.445
C -1.946 0.568 -0.112
O -2.320 1.178 0.854
H 2.502 0.526 0.288
H 1.606 -0.835 1.031
H 1.789 -0.768 -0.731
H -2.607 0.317 -0.963
*
```

Output
E_HOMO: -10.34 eV
DFT total energy: -9317.4530 eV
SMILES: COC(=O)C=O
Strongest force on any atom: 0.6 eV Å⁻¹
Lowest unoccupied orbital energy: 0.0058 Ha
Energy above the lowest of the compared OMol25 structures with the same formula, charge and spin: 1.248 eV
Orbital gap: 10.495 eV
Molar mass: 88.1 u

List of Mulliken charges in e, atom by atom: atom 1 (C): -0.5770, atom 2 (O): -0.2934, atom 3 (C): 0.7165, atom 4 (O): -0.5128, atom 5 (C): -0.0321, atom 6 (O): -0.4123, atom 7 (H): 0.2335, atom 8 (H): 0.2815, atom 9 (H): 0.2905, atom 10 (H): 0.3056

=====

Here is a structure of composition C3H3FOSn at a distorted geometry from OMol25. Energies are from wB97M-V/def2-TZVPD.

```
! RIJCOSX wB97M-V def2-TZVPD def2/J DEFGRID3
* xyz 0 1
F -2.327 -2.722 0.795
O 1.018 -0.340 -1.035
C 0.280 0.883 0.427
C 1.562 0.821 -0.354
C -0.199 -0.139 -0.326
H 1.776 1.637 -1.061
H 2.479 0.558 0.196
Sn -1.708 -1.426 -0.232
H -0.209 1.533 1.170
*
```

Output
E_HOMO: -7.64 eV
DFT total energy: -13751.1375 eV
Strongest force on any atom: 7.8 eV Å⁻¹
Lowest unoccupied orbital energy: -0.0334 Ha
Orbital gap: 6.728 eV
Molar mass: 192.8 u

List of Mulliken charges in e, atom by atom: atom 1 (F): -0.4254, atom 2 (O): -0.3714, atom 3 (C): -0.2043, atom 4 (C): -0.1580, atom 5 (C): -0.2167, atom 6 (H): 0.2010, atom 7 (H): 0.2172, atom 8 (Sn): 0.6389, atom 9 (H): 0.3188

=====

Here is a cluster of 14 separate species, C33H69N5O9S4 in total at a distorted geometry from OMol25. Energies are from wB97M-V/def2-TZVPD.

```
! RIJCOSX wB97M-V def2-TZVPD def2/J DEFGRID3
* xyz 0 1
C 1.450 2.553 -1.875
O 1.794 3.939 -1.916
H 0.776 2.391 -1.031
H 0.959 2.357 -2.827
H 2.319 1.903 -1.765
H 2.024 4.181 -1.008
C -1.377 -2.395 3.445
O -2.066 -1.900 2.277
H -1.712 -1.810 4.296
H -1.588 -3.453 3.599
H -0.305 -2.242 3.310
H -2.075 -2.619 1.637
C -5.018 0.017 2.414
O -4.093 -0.184 1.362
H -5.819 -0.730 2.344
H -4.561 -0.191 3.387
H -5.445 1.016 2.378
H -3.331 -0.682 1.687
C 3.024 -0.713 4.420
O 2.118 -1.500 3.653
H 3.585 -1.335 5.122
H 3.749 -0.203 3.780
H 2.437 0.013 4.976
H 2.542 -2.329 3.416
C 4.314 1.014 0.695
O 4.350 -0.399 0.614
H 5.218 1.337 1.209
H 4.293 1.482 -0.295
H 3.421 1.379 1.214
H 3.564 -0.676 0.123
N -1.028 2.204 -4.933
C -1.457 2.429 -3.656
C -2.237 1.366 -3.262
C -2.315 0.485 -4.377
C -1.552 1.020 -5.375
H -0.327 2.709 -5.448
H -1.117 3.285 -3.097
H -2.739 1.325 -2.310
H -2.798 -0.478 -4.417
H -1.337 0.583 -6.335
N 3.765 -2.725 -3.155
C 3.892 -3.688 -4.126
C 3.070 -4.730 -3.774
C 2.404 -4.363 -2.569
C 2.815 -3.090 -2.256
H 4.283 -1.864 -3.159
H 4.615 -3.572 -4.915
H 2.962 -5.645 -4.332
H 1.706 -5.017 -2.074
H 2.463 -2.395 -1.512
N -3.306 2.679 0.542
C -2.503 2.623 1.641
C -1.334 3.274 1.336
C -1.472 3.817 0.032
C -2.704 3.429 -0.436
H -4.211 2.252 0.454
H -2.824 2.130 2.543
H -0.510 3.479 2.001
H -0.732 4.316 -0.576
H -3.223 3.585 -1.366
N 0.155 4.221 6.210
C -0.577 3.957 5.077
C -0.531 2.598 4.901
C 0.254 2.022 5.924
C 0.668 3.066 6.724
H 0.274 5.125 6.631
H -1.083 4.756 4.564
H -1.105 2.108 4.129
H 0.418 0.969 6.075
H 1.240 3.084 7.636
N -4.558 -3.427 -1.834
C -4.268 -2.112 -2.114
C -4.973 -1.778 -3.236
C -5.714 -2.909 -3.650
C -5.440 -3.917 -2.757
H -4.185 -3.969 -1.076
H -3.524 -1.588 -1.540
H -5.076 -0.805 -3.689
H -6.411 -2.975 -4.468
H -5.783 -4.937 -2.718
C 2.647 3.459 3.358
S 2.868 4.765 2.146
O 2.427 4.213 0.831
C 1.528 5.810 2.757
H 3.554 2.847 3.340
H 1.810 2.803 3.125
H 2.586 3.839 4.378
H 1.630 5.930 3.836
H 0.574 5.313 2.577
H 1.520 6.785 2.276
C 1.039 -0.986 -6.612
S 2.167 0.020 -5.621
O 1.765 1.435 -5.838
C 1.489 -0.521 -4.042
H 0.027 -0.710 -6.315
H 1.219 -2.051 -6.482
H 1.186 -0.719 -7.658
H 0.531 -0.017 -3.869
H 2.107 -0.205 -3.201
H 1.361 -1.602 -4.020
C 0.590 -4.164 0.778
S 0.234 -5.626 1.792
O -1.065 -6.173 1.300
C 1.553 -6.641 1.065
H 0.444 -4.460 -0.264
H 1.611 -3.802 0.883
H -0.120 -3.378 1.010
H 1.527 -7.620 1.533
H 2.499 -6.141 1.282
H 1.413 -6.690 -0.013
C -0.819 -0.243 -0.701
S 0.638 -0.713 0.249
O 1.799 -0.343 -0.637
C 0.566 0.546 1.517
H -1.724 -0.342 -0.104
H -0.800 -0.898 -1.574
H -0.685 0.776 -1.062
H 0.919 1.522 1.184
H 1.238 0.229 2.319
H -0.428 0.619 1.955
*
```

Output
E_HOMO: -7.89 eV
DFT total energy: -104553.4546 eV
Strongest force on any atom: 1.2 eV Å⁻¹
Lowest unoccupied orbital energy: 0.0084 Ha
Orbital gap: 8.120 eV
Molar mass: 808.2 u

Mulliken population analysis, charges in e, atoms 1 to 99: atom 1 (C): 0.6762, atom 2 (O): -0.6264, atom 3 (H): -0.3794, atom 4 (H): -0.1463, atom 5 (H): -0.0609, atom 6 (H): 0.6188, atom 7 (C): -0.5016, atom 8 (O): -0.4922, atom 9 (H): 0.2865, atom 10 (H): 0.3660, atom 11 (H): 0.0540, atom 12 (H): 0.1722, atom 13 (C): -0.8061, atom 14 (O): -0.2412, atom 15 (H): 0.2600, atom 16 (H): 0.2891, atom 17 (H): 0.2870, atom 18 (H): 0.2952, atom 19 (C): -0.4928, atom 20 (O): -0.3021, atom 21 (H): 0.3477, atom 22 (H): 0.1999, atom 23 (H): 0.0438, atom 24 (H): 0.2123, atom 25 (C): -0.2086, atom 26 (O): -0.6677, atom 27 (H): 0.4137, atom 28 (H): 0.2478, atom 29 (H): -0.1709, atom 30 (H): 0.2719, atom 31 (N): 0.0776, atom 32 (C): -1.3097, atom 33 (C): 0.8802, atom 34 (C): -0.6319, atom 35 (C): -1.5249, atom 36 (H): 0.3315, atom 37 (H): 0.6378, atom 38 (H): 0.5778, atom 39 (H): 0.3337, atom 40 (H): 0.6937, atom 41 (N): 0.0787, atom 42 (C): -0.5953, atom 43 (C): -0.9223, atom 44 (C): -0.1147, atom 45 (C): -0.6170, atom 46 (H): 0.2551, atom 47 (H): 0.4486, atom 48 (H): 0.4252, atom 49 (H): 0.4410, atom 50 (H): 0.6874, atom 51 (N): 0.1876, atom 52 (C): -1.5477, atom 53 (C): 1.1821, atom 54 (C): -0.6853, atom 55 (C): -1.1723, atom 56 (H): 0.2424, atom 57 (H): 0.5817, atom 58 (H): 0.0151, atom 59 (H): 0.5831, atom 60 (H): 0.6305, atom 61 (N): 0.0969, atom 62 (C): -0.9509, atom 63 (C): 0.4349, atom 64 (C): -0.7959, atom 65 (C): -0.9235, atom 66 (H): 0.1988, atom 67 (H): 0.5199, atom 68 (H): 0.4281, atom 69 (H): 0.5904, atom 70 (H): 0.4030, atom 71 (N): 0.0871, atom 72 (C): -0.5549, atom 73 (C): -0.4631, atom 74 (C): -0.6806, atom 75 (C): -0.4689, atom 76 (H): 0.1747, atom 77 (H): 0.5927, atom 78 (H): 0.5492, atom 79 (H): 0.3951, atom 80 (H): 0.4137, atom 81 (C): -0.6657, atom 82 (S): 0.1935, atom 83 (O): -0.5824, atom 84 (C): -0.6755, atom 85 (H): 0.3951, atom 86 (H): -0.0654, atom 87 (H): 0.4370, atom 88 (H): 0.3397, atom 89 (H): 0.0265, atom 90 (H): 0.4027, atom 91 (C): -0.8274, atom 92 (S): 0.4015, atom 93 (O): -0.6138, atom 94 (C): 0.4705, atom 95 (H): 0.0018, atom 96 (H): 0.3813, atom 97 (H): 0.4030, atom 98 (H): -0.4509, atom 99 (H): -0.2281

=====

Here is a structure of composition C18H15AsOS4SbSe2Te2Ti from OMol25. Energies are from wB97M-V/def2-TZVPD.

```
! RIJCOSX wB97M-V def2-TZVPD def2/J DEFGRID3
* xyz -2 2
Ti -2.365 1.505 -0.630
S -6.492 -0.939 -2.469
Sb -5.050 -0.226 -0.866
S -4.550 2.106 -1.411
S -2.778 -0.764 -1.433
S -5.469 -0.696 1.315
Se -2.662 4.478 -1.346
Te -1.199 6.544 -1.415
Te -2.099 8.987 -1.591
Se -0.601 3.379 -1.175
O -2.517 1.482 0.970
As -0.123 0.048 -0.115
C 0.687 -0.961 -1.566
C 1.094 -0.238 -2.686
C 1.614 -0.891 -3.793
C 1.709 -2.276 -3.799
C 1.277 -3.002 -2.699
C 0.765 -2.347 -1.586
C -0.410 -1.293 1.261
C -1.686 -1.494 1.774
C -1.882 -2.441 2.772
C -0.814 -3.180 3.259
C 0.465 -2.967 2.758
C 0.666 -2.020 1.764
C 1.449 0.916 0.667
C 1.226 1.600 1.862
C 2.253 2.304 2.469
C 3.513 2.343 1.882
C 3.737 1.676 0.688
C 2.707 0.965 0.081
H 0.981 0.842 -2.700
H 1.922 -0.319 -4.660
H 2.099 -2.790 -4.670
H 1.322 -4.084 -2.711
H 0.406 -2.920 -0.741
H -2.532 -0.924 1.409
H -2.884 -2.592 3.153
H -0.974 -3.921 4.034
H 1.305 -3.535 3.142
H 1.666 -1.843 1.382
H 0.235 1.593 2.304
H 2.067 2.836 3.393
H 4.313 2.903 2.351
H 4.714 1.711 0.221
H 2.892 0.443 -0.851
*
```

Output
E_HOMO (spin up / spin down): -2.22 / -2.22 eV
DFT total energy: -300075.1353 eV
Strongest force on any atom: 0.9 eV Å⁻¹
Lowest unoccupied orbital energy (spin up / spin down): 0.1219 / 0.0885 Ha
Energy above the lowest of the compared OMol25 structures with the same formula, charge and spin: 0.000 eV
Orbital gap (spin up / spin down): 5.539 / 4.631 eV
Molar mass: 1033.3 u

List of Mulliken charges in e, atom by atom: atom 1 (Ti): 0.2916, atom 2 (S): -0.7061, atom 3 (Sb): 0.7292, atom 4 (S): -0.5361, atom 5 (S): -0.4683, atom 6 (S): -0.6763, atom 7 (Se): 0.0396, atom 8 (Te): 0.0079, atom 9 (Te): -0.3643, atom 10 (Se): -0.2344, atom 11 (O): -0.5079, atom 12 (As): 1.0296, atom 13 (C): 0.2821, atom 14 (C): -0.4575, atom 15 (C): -0.6780, atom 16 (C): -0.4005, atom 17 (C): -0.5976, atom 18 (C): -0.2015, atom 19 (C): 0.2837, atom 20 (C): -0.4642, atom 21 (C): -0.6017, atom 22 (C): -0.3483, atom 23 (C): -0.7160, atom 24 (C): 0.0284, atom 25 (C): 0.2091, atom 26 (C): -0.5469, atom 27 (C): -0.6155, atom 28 (C): -0.3845, atom 29 (C): -0.6252, atom 30 (C): -0.0114, atom 31 (H): 0.3868, atom 32 (H): 0.3750, atom 33 (H): 0.3508, atom 34 (H): 0.3679, atom 35 (H): 0.3460, atom 36 (H): 0.0261, atom 37 (H): 0.4222, atom 38 (H): 0.3591, atom 39 (H): 0.3579, atom 40 (H): 0.4272, atom 41 (H): 0.3794, atom 42 (H): 0.3761, atom 43 (H): 0.3488, atom 44 (H): 0.3727, atom 45 (H): 0.3449